{"formula": "C31H24N2O2Ti", "method": "wB97M-V/def2-TZVPD", "species": ["Ti", "O", "O", "N", "N", "C", "C", "C", "C", "C", "C", "C", "C", "C", "C", "C", "C", "C", "C", "C", "C", "C", "C", "C", "C", "C", "C", "C", "C", "C", "C", "C", "C", "C", "C", "C", "H", "H", "H", "H", "H", "H", "H", "H", "H", "H", "H", "H", "H", "H", "H", "H", "H", "H", "H", "H", "H", "H", "H", "H"], "xyz": [[11.61424, 13.17085, 6.59228], [11.28700, 11.35946, 6.30027], [9.82191, 13.94122, 6.41136], [12.16292, 15.12072, 5.93268], [13.91354, 13.25108, 7.08975], [15.60175, 11.32433, 11.39630], [14.94217, 12.23258, 9.20245], [13.56569, 12.42288, 5.88164], [13.92876, 12.84047, 8.48743], [15.32638, 10.64676, 12.58253], [12.29732, 10.48648, 6.64384], [13.21128, 10.07950, 11.66335], [12.12289, 9.20752, 7.17497], [8.06190, 15.23419, 7.19587], [14.11342, 10.01433, 12.72910], [14.62284, 10.10997, 6.39301], [13.21864, 8.33101, 7.27484], [9.34575, 15.12104, 6.77811], [14.39622, 14.62958, 6.78861], [16.84026, 11.09626, 8.00945], [10.16712, 16.29762, 6.62389], [18.95300, 12.26739, 7.54649], [14.47261, 8.79879, 6.81468], [12.60941, 13.27036, 8.26763], [17.07464, 13.41904, 8.61522], [7.55353, 16.48228, 7.55758], [16.32361, 12.25906, 8.64510], [11.51869, 16.22169, 6.21595], [13.56834, 10.99822, 6.32269], [8.31948, 17.62663, 7.53616], [18.41675, 13.40634, 8.16767], [9.63397, 17.54452, 6.97749], [13.51228, 10.79863, 10.49238], [13.58157, 15.21272, 5.64986], [14.67535, 11.52006, 10.46157], [18.13241, 11.10046, 7.45755], [13.82270, 16.29019, 5.38567], [16.60452, 11.81083, 11.28652], [8.01880, 18.60366, 7.75214], [16.17914, 10.26672, 8.11917], [13.69922, 14.61255, 4.77587], [7.53002, 14.28940, 7.37849], [6.53832, 16.49297, 7.81444], [15.98790, 10.71535, 13.41998], [13.97318, 9.50059, 13.70920], [11.09124, 8.87493, 7.43027], [14.34442, 15.20732, 7.71433], [12.82165, 10.98714, 9.70100], [12.12257, 17.08286, 6.11155], [19.95874, 12.19212, 7.11206], [15.48241, 14.56533, 6.51235], [16.74268, 14.24787, 9.20140], [15.58292, 10.52606, 6.04574], [10.24459, 18.39365, 6.82390], [14.37740, 12.60217, 5.20792], [12.96996, 7.35428, 7.63210], [18.99373, 14.34829, 8.22305], [12.23920, 9.62312, 11.74263], [18.53138, 10.29414, 6.90125], [15.30507, 8.09518, 6.69313]], "forces_ev_per_angstrom": [[0.127, -0.641, 0.264], [-0.215, -0.835, 1.043], [0.584, -0.199, 0.561], [-0.632, 0.799, 0.802], [-0.816, 1.831, 0.150], [3.414, 0.839, 2.539], [-0.944, 1.431, -1.125], [0.677, -0.348, 1.732], [0.521, -1.320, 0.752], [-0.156, 0.411, -0.607], [-0.131, 1.023, -0.730], [-0.320, 0.098, -0.505], [-0.732, -0.185, -0.005], [-1.237, 0.070, 1.090], [0.012, -0.309, 0.581], [0.675, 0.782, -0.931], [-0.242, 2.040, -0.826], [2.267, -0.167, -1.353], [1.206, -0.351, -0.155], [0.950, 1.331, 1.121], [-1.304, 0.055, 0.616], [-1.263, -0.607, 0.193], [-0.372, -1.234, 0.202], [0.751, -0.260, -0.325], [1.565, -0.649, 0.653], [0.727, -0.779, -0.253], [0.188, -0.570, -1.255], [0.907, -2.456, -0.860], [-1.309, -1.255, 0.117], [2.709, -0.538, -1.915], [0.035, 0.201, -0.782], [-1.729, -1.578, 0.873], [-1.172, -0.304, 2.396], [-0.252, 1.662, -0.297], [-0.635, -0.084, -3.202], [-0.482, 1.857, 0.672], [0.246, -1.180, 0.489], [-0.973, -0.386, 0.125], [-1.017, 1.074, 0.547], [0.247, -0.769, -0.369], [0.566, -0.206, -0.735], [-0.066, 0.665, -0.381], [-1.293, 0.325, 0.665], [0.577, -0.250, 0.160], [-0.523, 0.330, -1.117], [0.945, 0.276, -0.172], [-0.249, -0.060, -0.150], [-0.608, -0.521, -0.329], [0.219, 1.444, 0.038], [-0.458, 0.410, 0.347], [-0.865, 0.015, 0.059], [-0.351, 0.691, -0.056], [-0.404, -0.715, 0.140], [0.407, 0.956, 0.077], [0.176, 0.366, -0.884], [0.547, -0.566, 0.081], [-0.264, -0.723, 0.055], [-0.143, -0.280, 0.032], [0.160, -1.017, -0.217], [-0.244, 0.361, 0.366]], "homo_ev": [-6.8, -6.8], "homo_lumo_gap_ev": [6.42, 6.42]}

{"formula": "C9H18O", "method": "wB97M-V/def2-TZVPD", "species": ["O", "C", "C", "C", "C", "C", "C", "C", "C", "C", "H", "H", "H", "H", "H", "H", "H", "H", "H", "H", "H", "H", "H", "H", "H", "H", "H", "H"], "xyz": [[-1.21221, 1.92232, -0.79395], [-2.89752, 0.69697, 0.65072], [1.80709, 1.01736, 1.15778], [2.31476, 0.17171, -1.17551], [-0.56417, -0.25536, 1.66426], [1.02590, -2.01647, 0.32618], [-1.83032, 0.68940, -0.45754], [-1.98097, -0.25552, -1.62773], [2.39438, 0.05824, 0.31164], [-1.53047, 0.18970, 0.87897], [0.52146, -1.90703, -0.63234], [-1.79803, 2.39295, -1.40019], [1.42771, 1.92185, 0.68443], [-2.42838, -1.19920, -1.31422], [2.04820, -2.35528, 0.18754], [2.41105, -0.79475, -1.67296], [1.37854, 0.64222, -1.48276], [3.13504, 0.80442, -1.53857], [0.49992, -2.75257, 0.93891], [-3.14975, 1.65891, 1.08839], [2.28395, 1.18285, 2.12141], [3.17186, -0.57549, 0.71610], [-1.00336, -0.46580, -2.06581], [-0.76272, -0.48430, 2.71039], [-2.61764, 0.18549, -2.40178], [0.37606, -0.97545, 1.08244], [-3.73043, 0.00381, 0.56281], [0.71005, 0.49899, 1.48138]], "forces_ev_per_angstrom": [[-0.167, -0.161, 0.034], [-0.002, 0.033, -0.073], [0.186, -0.020, -0.113], [0.009, -0.011, -0.034], [-0.126, 0.029, -0.023], [0.128, 0.355, 0.080], [-0.004, 0.092, -0.106], [-0.012, 0.081, 0.061], [-0.358, -0.111, 0.160], [0.154, -0.060, 0.132], [-0.006, -0.024, -0.026], [0.041, -0.041, 0.049], [-0.001, -0.036, -0.020], [0.014, 0.035, 0.020], [-0.006, -0.004, -0.031], [-0.009, 0.014, 0.051], [0.012, -0.001, 0.034], [-0.047, -0.040, 0.054], [-0.004, 0.028, -0.020], [0.046, -0.045, -0.030], [-0.015, -0.032, -0.034], [-0.011, 0.001, -0.003], [-0.020, 0.003, 0.006], [-0.058, 0.026, -0.032], [0.026, -0.014, 0.037], [0.194, 0.054, -0.082], [0.078, 0.019, -0.019], [-0.043, -0.168, -0.073]], "homo_ev": [-7.7, -7.7], "homo_lumo_gap_ev": [8.46, 8.46]}

| no. | largest force on an atom (eV Å⁻¹) |
| --- | --- |
| 1 | 4.3 |
| 2 | 0.4 |